Record 1
C29H35IKN5O4 | wB97M-V/def2-TZVPD

```
75
Properties=species:S:1:pos:R:3:forces:R:3:mulliken_charge:R:1
K 0.303589 0.206214 0.487271 -1.12 -1.82 -1.39 0.984
C -1.322253 -2.159014 -2.672259 0.02 0.06 -0.11 -0.895
N -1.151553 -2.936039 -1.467385 -0.23 -0.07 -0.02 1.224
C 0.024604 -3.775200 -1.495794 0.23 -0.01 0.23 -1.201
C 1.349905 -3.058138 -1.232089 -0.02 -0.02 -0.42 0.184
C 2.009470 -2.359476 -2.431560 0.54 -0.22 0.10 -1.302
N 1.473524 -1.057856 -2.650049 -0.19 0.38 0.09 -0.061
C 2.243883 -0.050594 -2.550471 0.46 -0.73 -0.18 -0.367
C 1.903258 1.328734 -2.626237 -0.06 0.55 0.06 1.405
C 2.968415 2.229623 -2.496663 0.11 0.00 0.02 -0.552
C 2.796949 3.586359 -2.417855 0.46 0.21 0.03 -0.587
C 1.495027 4.089974 -2.475881 -0.13 0.09 -0.11 -0.456
C 0.436185 3.253252 -2.656460 -0.28 0.30 0.01 -0.465
C 0.549671 1.825120 -2.729152 0.22 0.01 -0.30 -0.340
O -0.465396 1.105812 -2.896349 0.00 -0.38 -0.04 -0.662
C -2.325755 -3.713794 -1.136033 -0.08 -0.35 0.33 -1.207
C -2.496766 -3.846379 0.379032 -0.20 0.07 -0.21 -0.775
C -3.080902 -2.580927 1.028157 -0.36 -0.22 0.07 -0.596
N -2.082735 -1.869649 1.757784 0.36 0.30 0.11 0.307
C -2.315155 -1.557401 2.966615 -0.70 -0.51 -0.32 -0.263
C -1.459092 -0.833805 3.850021 0.50 0.35 0.38 0.605
C -2.016067 -0.397005 5.058815 -0.11 0.00 -0.02 -0.647
C -1.320277 0.368090 5.961651 -0.24 0.09 0.34 -0.596
C -0.000310 0.718935 5.649558 -0.06 0.05 0.16 -0.614
C 0.595574 0.278203 4.506915 0.25 0.07 -0.07 -0.265
C -0.075048 -0.544895 3.538972 -0.31 -0.09 0.74 0.424
O 0.522269 -0.991548 2.530568 0.42 -0.41 0.20 -1.030
H -1.464034 -2.800859 -3.563693 -0.04 -0.05 -0.06 0.290
H -0.455238 -1.519658 -2.812333 -0.11 0.12 -0.19 0.346
H -2.189399 -1.515004 -2.558757 -0.15 0.09 -0.03 0.111
H 0.085576 -4.338642 -2.455462 -0.03 0.02 0.12 0.265
H -0.087727 -4.510973 -0.692923 -0.05 -0.03 -0.12 0.515
H 2.056227 -3.811812 -0.865809 -0.02 0.05 0.08 0.432
H 1.189721 -2.315073 -0.450681 0.13 -0.14 0.14 -0.519
H 1.854279 -2.959626 -3.343203 0.04 -0.07 0.15 0.367
H 3.108768 -2.317723 -2.242218 -0.23 -0.03 -0.11 0.441
H 3.330359 -0.233687 -2.385965 -0.15 0.01 0.02 0.041
H 3.975566 1.821971 -2.438476 -0.01 -0.04 0.05 0.249
H 3.641631 4.250783 -2.287458 0.05 -0.01 0.03 0.313
H 1.323405 5.157977 -2.378972 -0.01 0.01 -0.02 0.346
H -0.562689 3.659063 -2.727705 0.05 -0.04 0.00 0.411
H -2.288243 -4.727818 -1.593058 0.01 0.17 -0.07 0.310
H -3.210070 -3.216553 -1.545119 0.05 -0.02 -0.03 0.534
H -1.521740 -4.005591 0.835662 0.06 -0.17 0.05 0.289
H -3.128086 -4.712527 0.602762 0.00 -0.01 0.01 0.468
H -3.945955 -2.854789 1.673261 0.13 0.09 -0.11 0.400
H -3.455355 -1.915856 0.244114 -0.07 0.00 -0.07 0.208
H -3.294530 -1.848446 3.424320 0.20 0.06 -0.17 -0.049
H -3.052958 -0.657471 5.264445 0.01 -0.02 -0.02 0.242
H -1.782713 0.716637 6.880684 0.00 -0.04 -0.08 0.345
H 0.544306 1.366805 6.327687 0.10 0.00 -0.01 0.361
H 1.607060 0.584096 4.280549 0.06 0.03 -0.09 0.120
N 3.285265 -0.660892 0.597698 -0.19 -0.26 -0.31 -0.235
C 3.505851 0.308673 1.656800 0.58 0.18 0.50 -0.372
C 3.377878 1.746307 1.153399 -0.40 0.26 0.21 0.187
C 1.980023 2.347734 1.529918 1.13 0.42 -0.05 0.151
O 1.910560 2.851697 2.655868 0.01 0.18 0.76 -0.791
O 1.070698 2.266896 0.681184 0.11 1.51 -0.38 -0.586
H 3.254094 -1.595742 0.989997 -0.02 0.00 -0.11 0.207
H 4.040542 -0.615136 -0.080249 -0.15 -0.08 0.02 0.210
H 4.506882 0.169054 2.122830 -0.34 0.06 -0.03 0.305
H 2.752680 0.123646 2.423245 0.09 -0.07 0.06 -0.058
H 3.532081 1.782563 0.074924 0.00 0.01 -0.06 -0.333
H 4.122561 2.371588 1.651021 -0.01 -0.01 -0.08 0.404
I -1.791482 5.664893 0.604310 -0.01 -0.30 -0.18 0.023
C -2.251248 3.966550 -0.557488 -0.10 0.61 0.17 -0.148
C -2.801325 4.125512 -1.817456 -0.09 -0.08 0.05 -0.391
C -3.076631 2.985030 -2.552395 -0.05 -0.11 0.17 -0.697
C -2.790500 1.749936 -1.975863 -0.43 0.27 -0.15 0.100
N -2.349539 1.618540 -0.735143 0.11 -0.65 -0.03 -0.217
C -2.047089 2.698390 -0.044062 0.04 0.34 0.21 -0.123
H -2.984689 5.111124 -2.225045 0.00 0.01 0.03 0.343
H -3.481624 3.056283 -3.554442 0.07 -0.06 0.02 0.365
H -2.973787 0.831887 -2.510812 0.03 -0.06 -0.13 0.131
H -1.630378 2.541647 0.938988 0.10 0.15 0.18 0.433
```
Positions in Å, forces in eV/Å.

total charge: -2
highest occupied orbital energy: -1.40 eV
multiplicity: 1
frontier orbital gap: 5.31 eV
relative energy (zero: lowest compared OMol25 entry of this formula, charge and spin): 1.516 eV
electronic energy: -2598.4802 a.u.

---

Record 2
C29H35N6O5STi | wB97M-V/def2-TZVPD

```
77
Properties=species:S:1:pos:R:3:forces:R:3:mulliken_spin:R:1
Ti -0.699241 -0.236557 0.743991 -0.09 -0.47 0.32 0.948
C -3.330866 0.166243 -0.918026 -0.02 0.05 0.04 0.005
O -2.189746 0.800802 -0.283609 0.14 -0.02 -0.15 0.056
C -1.883332 2.113286 -0.686596 -0.04 0.03 0.01 -0.016
C -2.687478 2.868084 -1.511933 0.03 0.05 0.02 -0.002
C -2.258601 4.146119 -1.846156 -0.05 -0.02 -0.01 -0.001
C -1.058692 4.649718 -1.363243 0.05 0.01 0.02 0.000
C -0.271333 3.888707 -0.516564 -0.03 0.09 0.02 0.001
C -0.692281 2.614044 -0.175866 0.05 -0.11 -0.05 0.019
N -0.023936 1.735415 0.715065 0.07 0.11 -0.01 -0.014
N 0.845654 2.244867 1.476121 -0.07 0.04 0.03 0.008
C 1.246407 1.526763 2.565220 0.10 0.03 0.02 -0.026
C 0.406007 0.571431 3.175407 -0.01 0.04 0.02 0.025
O -0.700985 0.132657 2.599299 0.02 -0.05 -0.08 -0.037
C 0.709184 0.114678 4.482952 0.02 0.02 -0.01 -0.005
C 1.832429 0.540387 5.117658 0.00 -0.01 0.02 0.002
C 2.732629 1.470642 4.522102 -0.01 -0.02 0.01 -0.001
C 3.892130 1.899055 5.198961 0.01 0.00 -0.01 0.001
C 4.728519 2.818163 4.624323 0.00 0.00 0.00 -0.001
C 4.429140 3.334835 3.353475 0.01 0.01 0.00 0.001
C 3.309725 2.927038 2.671006 -0.02 -0.02 0.02 -0.005
C 2.435469 1.988762 3.246950 -0.01 -0.01 -0.01 0.012
H -4.235261 0.697455 -0.629797 -0.01 -0.01 0.00 0.002
H -3.178598 0.176812 -1.995867 0.00 0.00 0.01 0.001
H -3.353690 -0.850774 -0.539119 -0.01 -0.01 0.00 -0.008
H -3.613774 2.485983 -1.911481 0.00 -0.01 0.00 0.000
H -2.874801 4.752999 -2.495178 0.00 0.00 0.00 0.000
H -0.743533 5.646792 -1.637441 0.00 0.00 0.00 0.000
H 0.651301 4.272536 -0.104789 0.00 -0.01 -0.01 0.000
H 0.012501 -0.565873 4.954627 0.00 0.00 0.00 0.001
H 2.056362 0.176940 6.113709 0.00 0.00 0.00 0.000
H 4.107260 1.496035 6.180672 0.00 0.00 0.00 0.000
H 5.614886 3.150644 5.146581 0.00 0.00 0.00 0.000
H 5.090803 4.064967 2.906673 0.00 0.00 0.00 0.000
H 3.091387 3.327648 1.691362 0.00 0.00 -0.01 0.000
C 3.208670 -3.237892 -1.485617 -0.01 0.01 0.00 0.000
N 2.110977 -2.273971 -1.618764 0.01 0.05 0.02 0.002
C 1.796645 -1.816011 -2.977565 0.02 -0.06 0.03 -0.001
C 1.443118 -1.853452 -0.578509 -0.02 0.09 -0.04 0.011
O 0.498957 -1.014026 -0.653949 0.02 0.05 -0.21 -0.006
C 1.811639 -2.341154 0.810608 0.01 -0.02 0.07 0.003
O 0.768454 -1.970085 1.691024 -0.19 0.09 -0.13 0.034
C -0.003317 -3.008199 2.284514 0.05 0.03 0.08 0.002
C -1.481277 -2.688748 2.084842 0.12 0.02 -0.07 0.002
O -1.797069 -1.989899 1.082977 -0.07 0.22 0.13 -0.010
N -2.377710 -3.141374 2.924993 0.01 -0.11 -0.05 0.000
C -3.786294 -2.773903 2.750014 0.01 0.00 0.01 0.000
C -2.078397 -4.062439 4.023846 0.00 0.00 -0.01 0.000
H 3.829670 -3.160454 -2.372923 0.01 0.00 0.00 0.000
H 3.829658 -3.011433 -0.621413 0.00 -0.02 -0.01 0.000
H 2.826020 -4.256468 -1.416997 0.00 0.00 -0.01 0.000
H 2.671394 -1.314083 -3.388572 0.01 0.00 0.00 0.000
H 1.562091 -2.687624 -3.588079 0.00 0.01 -0.01 0.000
H 0.955775 -1.129735 -2.966123 -0.02 0.01 0.01 0.000
H 1.999874 -3.414518 0.837499 -0.04 0.00 -0.02 -0.002
H 2.723559 -1.827112 1.127976 0.02 -0.03 0.02 -0.005
H 0.202052 -3.969668 1.804693 0.01 -0.02 0.03 0.000
H 0.262221 -3.073697 3.338555 -0.01 0.03 0.00 0.000
H -3.857082 -1.756709 2.378736 0.00 0.00 -0.01 0.000
H -4.272887 -3.453383 2.050828 0.00 0.00 0.00 0.000
H -4.274404 -2.841840 3.718590 0.00 0.00 0.00 0.000
H -1.133807 -4.574248 3.869027 -0.02 0.00 0.01 0.000
H -2.061229 -3.526420 4.972447 0.00 0.00 0.00 0.000
H -2.861369 -4.816837 4.058418 0.00 0.00 0.00 0.000
C -2.402786 -0.668298 -5.867572 0.01 0.00 0.01 0.000
N -1.484946 0.439843 -6.054511 -0.02 -0.02 -0.02 0.000
C -1.214283 1.036304 -7.279033 0.03 0.02 0.00 0.000
C -0.326626 2.022027 -7.058248 -0.02 -0.02 -0.01 0.000
N -0.068092 2.012819 -5.700441 0.01 0.01 0.00 0.000
C -0.776257 1.044934 -5.075839 0.00 0.07 0.07 0.000
S -0.749531 0.723565 -3.412126 -0.01 -0.09 -0.14 0.003
H -2.060656 -1.534691 -6.431317 0.00 0.00 0.00 0.000
H -3.398598 -0.386129 -6.204526 0.00 0.00 0.00 0.000
H -2.427172 -0.907251 -4.808295 0.00 0.00 0.00 0.000
H -1.679573 0.701488 -8.188458 0.00 0.00 0.00 0.000
H 0.136770 2.717608 -7.733178 0.00 0.00 0.00 0.000
H 0.540198 2.635871 -5.198057 0.00 0.00 0.00 0.000
```
Positions in Å, forces in eV/Å.

total charge: +2
highest occupied orbital energy (alpha / beta): -11.96 / -11.96 eV
multiplicity: 2
frontier orbital gap (alpha / beta): 6.19 / 6.21 eV
relative energy (zero: lowest compared OMol25 entry of this formula, charge and spin): 0.919 eV
electronic energy: -3078.1215 a.u.

---

Record 3
C29H35NO4 | wB97M-V/def2-TZVPD

```
69
Properties=species:S:1:pos:R:3:forces:R:3:nbo_charge:R:1
C 2.495876 -2.855722 2.805054 0.61 -0.18 0.26 -0.626
C 1.015105 -2.717733 2.652432 0.11 0.20 -0.16 -0.071
O 0.803603 -1.411698 2.066218 -0.26 0.03 -0.08 -0.521
C -0.497611 -1.122673 1.920419 -1.06 -1.11 -0.34 0.771
C -0.852822 0.096757 1.074589 1.63 1.40 1.51 -0.171
C -2.298796 0.537430 1.382308 -0.59 0.15 -1.00 -0.239
C -3.294098 -0.486663 0.858656 -0.02 -0.07 -0.13 -0.425
C -4.746307 -0.047169 1.025002 0.23 -0.04 -0.20 -0.393
C -5.058992 0.137383 2.506315 0.05 -0.08 -0.12 -0.397
C -4.103245 1.173887 3.119799 -0.24 0.03 -0.36 -0.391
C -2.623090 0.837153 2.871268 0.58 -0.28 0.15 -0.409
C 0.020757 1.320633 1.241699 -1.26 0.81 -0.35 0.782
O -0.411777 2.430518 0.936278 0.63 -1.05 0.24 -0.647
O 1.279845 1.162047 1.671898 -0.60 1.09 0.09 -0.527
C 1.984670 2.439541 1.645488 -0.12 -0.06 0.15 -0.078
C 3.359139 2.129911 2.144010 0.83 0.07 0.07 -0.629
O -1.336274 -1.913981 2.356625 1.11 1.22 -0.47 -0.624
H 2.736792 -3.886478 3.074432 0.05 0.06 0.02 0.218
H 3.034341 -2.614206 1.883583 -0.16 -0.06 0.04 0.209
H 2.868131 -2.202315 3.599483 -0.01 -0.05 -0.11 0.212
H 0.604381 -3.465082 1.964239 -0.04 0.09 0.24 0.189
H 0.495780 -2.772245 3.614872 0.05 -0.08 -0.29 0.203
H -2.400084 1.467475 0.805081 -0.26 -0.16 0.20 0.240
H -3.064160 -0.635960 -0.196141 -0.35 -0.11 0.32 0.217
H -3.091047 -1.412598 1.415075 -0.47 0.16 -0.43 0.229
H -4.900220 0.902445 0.481170 -0.06 -0.26 0.13 0.190
H -5.384450 -0.813222 0.561033 -0.05 0.27 0.17 0.203
H -6.112131 0.417271 2.644594 0.24 0.07 0.10 0.203
H -4.916193 -0.837306 2.990777 -0.03 0.12 0.10 0.194
H -4.339535 2.154424 2.682891 0.08 -0.09 0.03 0.194
H -4.292036 1.260503 4.195445 0.14 0.00 -0.09 0.207
H -2.379663 -0.065211 3.459927 -0.04 0.36 -0.15 0.208
H -1.994956 1.663350 3.236861 -0.10 -0.19 -0.05 0.209
H 2.006607 2.828129 0.606852 -0.21 -0.15 0.66 0.204
H 1.464388 3.155688 2.311811 0.18 -0.42 -0.53 0.203
H 3.847787 3.052987 2.464134 0.04 -0.09 0.05 0.219
H 3.345058 1.423220 2.980875 -0.08 0.21 -0.07 0.219
H 3.977484 1.702357 1.349914 -0.15 0.09 0.19 0.194
C 4.870417 -0.058118 -0.517420 0.02 -0.08 0.08 -0.402
N 3.534539 0.127147 -1.070459 0.26 0.60 0.26 -0.365
C 2.366163 -0.014710 -0.383478 -0.58 -0.51 -1.28 0.054
C 1.259919 0.119373 -1.252541 2.49 0.54 0.95 -0.212
C -0.065351 -0.274863 -0.850479 -2.12 -2.45 2.14 -0.053
C -1.179853 -0.151997 -1.805495 -0.85 -0.24 -0.48 -0.114
C -1.381718 0.985300 -2.609953 -0.12 -0.32 0.17 -0.140
C -2.353240 0.972882 -3.620305 0.01 -0.33 0.18 -0.235
C -3.127798 -0.172083 -3.858089 0.25 0.14 0.34 -0.207
C -2.997293 -1.272622 -3.005231 0.16 -0.09 0.35 -0.209
C -2.058440 -1.253633 -1.965926 0.29 0.11 -0.66 -0.185
C 1.856569 0.337481 -2.588898 0.46 -0.58 0.58 -0.084
C 1.397860 0.128186 -3.888544 0.02 0.05 -1.07 -0.185
C 2.302185 -0.076094 -4.949491 -0.51 0.13 0.72 -0.240
C 3.688963 -0.070046 -4.721206 0.15 0.59 0.44 -0.210
C 4.205127 0.213591 -3.445856 -0.40 -0.26 -1.09 -0.276
C 3.271631 0.355929 -2.411658 -0.10 -0.82 0.35 0.207
H 5.613968 0.439009 -1.150465 -0.29 0.04 0.25 0.217
H 4.911141 0.359606 0.495958 0.09 -0.18 -0.39 0.212
H 5.156981 -1.118289 -0.464867 -0.23 0.16 -0.06 0.205
H 2.368007 -0.341225 0.652916 0.06 0.22 -0.46 0.255
H -0.086635 -1.265694 -0.318468 0.37 0.70 -1.64 0.221
H -0.746361 1.862785 -2.451822 -0.25 -0.29 -0.10 0.224
H -2.497829 1.855056 -4.235959 0.08 -0.10 0.04 0.218
H -3.833153 -0.212102 -4.691483 0.19 0.12 0.32 0.218
H -3.634468 -2.158634 -3.128343 0.31 0.45 -0.01 0.217
H -1.981496 -2.122800 -1.293106 0.10 0.48 -0.43 0.224
H 0.326469 0.072704 -4.062931 0.28 -0.05 -0.17 0.225
H 1.918643 -0.259459 -5.959627 0.14 0.02 0.49 0.217
H 4.361622 -0.280348 -5.554888 -0.12 0.18 0.29 0.214
H 5.291161 0.240797 -3.296819 -0.57 -0.14 0.11 0.217
```
Positions in Å, forces in eV/Å.

highest occupied orbital energy: -7.49 eV
multiplicity: 1
frontier orbital gap: 7.39 eV
electronic energy: -1481.7110 a.u.

---

- Look up the electronic energy of the second one.
  -3078.1215 a.u.

---

- Which formula does entry 1 have?
  C29H35IKN5O4

---

- What is the formula in the second record?
  C29H35N6O5STi

---

- multiplicity of number 1 (C29H35IKN5O4)?
  1